The following is a DFT calculation (wB97M-V/def2-TZVPD) of 16 unconnected molecules or ions with the total composition C60H148ClN9O20 at a distorted geometry.

Properties
Charge: +2
F_max (eV/A): 5.0
Frontier orbital gap (hartree): 0.162
Multiplicity: 1
LUMO energy (eV): -4.5219

XYZ file:
```
238
Properties=species:S:1:pos:R:3:lowdin_charge:R:1
C 6.481 -3.297 0.878 0.029
N 5.847 -2.054 1.571 -0.279
C 6.842 -1.514 2.629 0.034
C 5.815 -0.972 0.502 -0.009
C 4.477 -2.268 2.297 -0.062
C 3.179 -2.422 1.416 -0.164
O 3.320 -3.600 0.572 -0.088
H 6.679 -4.015 1.673 0.111
H 7.447 -3.099 0.414 0.104
H 5.896 -3.622 0.018 0.076
H 6.886 -2.194 3.480 0.110
H 6.467 -0.534 2.922 0.104
H 7.790 -1.417 2.100 0.106
H 5.326 -0.048 0.809 0.098
H 5.327 -1.395 -0.376 0.077
H 6.840 -0.781 0.183 0.106
H 4.318 -1.405 2.944 0.092
H 4.599 -3.021 3.075 0.114
H 3.083 -1.581 0.729 0.094
H 2.293 -2.537 2.041 0.115
H 3.215 -4.387 1.112 0.091
C -1.096 2.989 -3.254 0.033
N -0.934 4.426 -3.944 -0.291
C -1.910 5.463 -3.401 0.045
C 0.466 4.882 -3.525 -0.018
C -0.921 4.298 -5.492 -0.056
C -2.345 4.105 -6.166 -0.202
O -2.887 5.407 -6.324 -0.063
H -2.100 2.619 -3.463 0.083
H -0.881 2.855 -2.194 0.076
H -0.436 2.336 -3.825 0.068
H -1.822 5.660 -2.332 0.103
H -2.852 5.028 -3.735 0.099
H -1.685 6.313 -4.045 0.107
H 1.159 4.106 -3.850 0.093
H 0.534 5.024 -2.446 0.076
H 0.695 5.857 -3.955 0.110
H -0.198 3.518 -5.734 0.108
H -0.490 5.240 -5.832 0.130
H -2.906 3.332 -5.642 0.118
H -2.145 3.822 -7.200 0.121
H -3.627 5.379 -6.935 0.099
C -7.161 -2.268 1.394 0.030
N -6.839 -0.752 1.715 -0.268
C -6.465 -0.767 3.301 0.057
C -5.619 -0.237 0.950 -0.025
C -8.103 0.031 1.289 -0.081
C -8.164 1.587 1.450 -0.219
O -8.070 1.960 2.799 -0.064
H -6.462 -2.960 1.863 0.105
H -7.089 -2.296 0.307 0.089
H -8.190 -2.550 1.614 0.096
H -5.640 -1.451 3.497 0.080
H -7.353 -0.968 3.900 0.105
H -6.173 0.246 3.579 0.073
H -4.774 -0.877 1.205 0.091
H -5.509 0.794 1.286 0.050
H -5.776 -0.248 -0.128 0.082
H -8.887 -0.423 1.895 0.124
H -8.313 -0.239 0.254 0.138
H -9.096 1.960 1.027 0.128
H -7.350 1.968 0.833 0.106
H -8.112 2.916 2.874 0.093
C -0.356 1.511 0.401 0.018
N -0.816 0.033 0.174 -0.275
C 0.395 -0.933 0.275 0.017
C -1.899 -0.372 1.153 0.008
C -1.352 -0.071 -1.297 -0.061
C -0.419 -0.483 -2.464 -0.225
O 0.678 0.393 -2.625 -0.116
H -1.263 2.107 0.305 0.053
H 0.471 1.834 -0.232 0.072
H -0.040 1.443 1.442 0.069
H 0.698 -0.832 1.317 0.072
H 1.200 -0.523 -0.336 0.085
H -0.048 -1.847 -0.122 0.091
H -1.520 -0.382 2.175 0.082
H -2.125 -1.419 0.948 0.111
H -2.740 0.317 1.078 0.067
H -1.788 0.883 -1.594 0.060
H -2.044 -0.910 -1.235 0.129
H -0.952 -0.327 -3.402 0.119
H -0.090 -1.518 -2.557 0.106
H 0.790 0.522 -3.569 0.015
C -0.872 -5.993 -4.899 0.047
N -1.296 -4.796 -5.774 -0.277
C -0.895 -3.520 -5.052 -0.016
C -0.451 -4.777 -7.074 0.016
C -2.867 -4.728 -5.900 -0.046
C -3.525 -5.923 -6.621 -0.223
O -3.033 -6.111 -7.950 -0.065
H -1.325 -5.795 -3.928 0.091
H 0.214 -6.030 -4.815 0.081
H -1.334 -6.882 -5.327 0.102
H -1.365 -3.576 -4.070 0.091
H -1.210 -2.624 -5.586 0.105
H 0.180 -3.559 -4.875 0.072
H -0.764 -3.946 -7.705 0.105
H -0.763 -5.658 -7.636 0.086
H 0.619 -4.651 -6.906 0.077
H -3.232 -3.773 -6.278 0.141
H -3.258 -4.810 -4.886 0.125
H -4.599 -5.739 -6.614 0.127
H -3.508 -6.853 -6.052 0.118
H -3.387 -6.955 -8.240 0.094
C 4.601 4.356 0.678 0.052
N 3.847 3.912 -0.614 -0.314
C 2.379 3.880 -0.363 -0.016
C 4.148 4.966 -1.709 0.050
C 4.333 2.437 -0.958 -0.023
C 5.928 2.239 -1.070 -0.234
O 6.723 3.232 -1.658 -0.043
H 4.283 3.612 1.409 0.093
H 4.352 5.406 0.834 0.117
H 5.681 4.437 0.553 0.101
H 1.946 3.265 -1.152 0.102
H 2.086 4.902 -0.122 0.101
H 2.239 3.284 0.539 0.079
H 3.572 5.812 -1.334 0.107
H 3.676 4.645 -2.638 0.106
H 5.213 5.200 -1.718 0.100
H 3.933 2.305 -1.963 0.122
H 3.816 1.782 -0.256 0.104
H 6.147 1.312 -1.601 0.106
H 6.204 2.108 -0.023 0.100
H 7.644 2.995 -1.527 0.108
C 5.171 -3.524 -3.202 0.033
N 4.030 -2.684 -3.788 -0.303
C 2.749 -2.882 -2.906 0.038
C 4.394 -1.233 -3.617 0.010
C 3.841 -2.974 -5.279 -0.057
C 3.661 -4.440 -5.693 -0.217
O 2.460 -4.996 -5.167 -0.081
H 6.040 -3.436 -3.853 0.114
H 4.743 -4.520 -3.320 0.103
H 5.349 -3.228 -2.169 0.077
H 2.820 -2.671 -1.839 0.092
H 2.299 -3.873 -2.969 0.074
H 1.950 -2.340 -3.411 0.085
H 4.637 -0.970 -2.587 0.082
H 3.498 -0.721 -3.968 0.106
H 5.263 -1.074 -4.256 0.110
H 4.690 -2.619 -5.863 0.147
H 2.853 -2.563 -5.487 0.131
H 4.466 -5.114 -5.402 0.118
H 3.641 -4.514 -6.780 0.136
H 2.453 -5.865 -5.576 0.098
C 0.662 -2.196 6.756 0.011
N 1.644 -1.370 6.026 -0.300
C 1.119 -1.113 4.636 0.011
C 1.742 0.043 6.718 0.055
C 3.051 -1.999 6.121 -0.072
C 3.220 -3.499 5.788 -0.197
O 2.319 -3.912 4.735 -0.055
H 0.454 -3.080 6.152 0.108
H -0.250 -1.600 6.755 0.085
H 1.056 -2.352 7.760 0.123
H 0.554 -1.938 4.203 0.107
H 1.896 -0.868 3.911 0.080
H 0.437 -0.264 4.647 0.086
H 2.034 -0.150 7.750 0.110
H 0.745 0.483 6.769 0.084
H 2.378 0.680 6.103 0.096
H 3.483 -1.756 7.091 0.138
H 3.630 -1.477 5.360 0.112
H 3.159 -4.067 6.716 0.122
H 4.256 -3.689 5.507 0.114
H 2.769 -4.602 4.242 0.092
C -5.115 3.574 3.143 -0.070
C -3.654 3.095 3.489 -0.170
C -3.420 2.740 5.020 -0.095
N -2.033 2.994 5.617 -0.226
C -1.049 2.176 4.742 0.009
C -1.895 2.606 7.117 -0.076
C -0.859 3.535 7.729 -0.137
C -0.488 4.599 6.639 -0.117
C -1.690 4.552 5.635 -0.032
H -5.411 4.589 3.409 0.079
H -5.797 2.937 3.705 0.053
H -5.240 3.482 2.065 0.044
H -2.969 3.886 3.185 0.089
H -3.222 2.275 2.915 0.082
H -3.588 1.690 5.260 0.124
H -3.959 3.286 5.794 0.122
H -1.452 1.171 4.613 0.089
H -0.066 2.201 5.213 0.067
H -0.948 2.582 3.735 0.085
H -1.593 1.559 7.126 0.104
H -2.887 2.754 7.546 0.139
H -0.004 2.926 8.024 0.101
H -1.175 4.070 8.625 0.119
H 0.344 4.344 5.982 0.094
H -0.291 5.539 7.155 0.120
H -1.433 4.897 4.633 0.113
H -2.611 5.011 5.994 0.134
C -4.495 -0.651 -3.148 -0.036
C -4.420 -2.101 -2.591 -0.798
O -3.724 -2.943 -3.171 -0.076
O -5.070 -2.444 -1.593 -0.069
H -3.517 -0.187 -3.272 0.030
H -5.034 -0.004 -2.455 0.025
H -5.027 -0.592 -4.097 0.062
C 0.159 5.430 1.530 -0.058
C 0.102 6.775 0.782 -0.809
O -0.307 6.742 -0.391 -0.083
O 0.496 7.817 1.350 -0.067
H 0.020 4.583 0.859 0.037
H -0.688 5.466 2.216 0.054
H 1.032 5.231 2.151 0.048
C -0.171 0.739 -7.024 -0.017
C 0.839 0.421 -5.902 -0.748
O 0.815 -0.675 -5.294 -0.084
O 1.559 1.390 -5.546 -0.087
H 0.166 1.414 -7.812 0.075
H -1.088 1.147 -6.598 0.062
H -0.498 -0.184 -7.501 0.062
C 2.342 2.640 3.609 -0.016
C 3.067 1.493 2.990 -0.786
O 4.022 0.957 3.573 -0.069
O 2.629 0.948 1.925 -0.104
H 2.826 3.592 3.389 0.084
H 2.188 2.502 4.679 0.058
H 1.307 2.601 3.270 0.049
C -3.021 -2.531 4.966 -0.041
C -3.359 -1.465 5.972 -0.769
O -4.630 -1.376 6.247 -0.109
O -2.467 -0.754 6.438 -0.091
H -3.813 -3.277 4.901 0.078
H -2.115 -3.064 5.257 0.050
H -2.807 -2.040 4.017 0.054
C 0.423 -5.048 -1.017 -0.040
C -1.116 -4.988 -1.037 -0.807
O -1.660 -3.931 -0.704 -0.055
O -1.744 -5.990 -1.440 -0.067
H 0.903 -5.867 -0.482 0.064
H 0.830 -4.167 -0.522 0.022
H 0.745 -4.969 -2.055 0.035
Cl -4.026 2.524 -0.747 -0.469
```